Here is a cluster of 2 separate species, C9H14 in total from OMol25. Energies are from wB97M-V/def2-TZVPD.

Atoms and positions in Å:
C (0.88677, 2.69434, -1.12538)
C (0.19177, 1.82676, -0.11293)
C (-0.16900, 0.52559, -0.44234)
C (-0.62068, -0.27913, 0.57887)
C (-0.96204, 0.24446, 1.80998)
C (-0.88976, 1.57384, 2.05538)
C (-0.21221, 2.37446, 1.11865)
H (0.77155, 2.35944, -2.13638)
H (2.04852, 2.70453, -0.97004)
H (0.60318, 3.64069, -0.89832)
H (0.02284, 0.13498, -1.49231)
H (-0.80790, -1.39361, 0.64700)
H (-1.31998, -0.30805, 2.59693)
H (-1.32256, 2.00915, 2.82226)
H (-0.24531, 3.36458, 1.58140)
C (0.53318, -3.51454, -2.13215)
C (0.65798, -3.86907, -0.65974)
H (-0.36557, -3.05659, -2.47420)
H (1.38552, -2.81019, -2.45089)
H (0.47781, -4.36120, -2.72584)
H (-0.07134, -4.51151, -0.37709)
H (0.71533, -2.86168, -0.15743)
H (1.61184, -4.37077, -0.50715)

## Properties
Max |F|, eV/Å: 5.524
LUMO level, eV: 1.04
SMILES: Cc1ccccc1.CC
Frontier orbital gap, eV: 9.990
ΔE to the lowest compared entry with this formula, charge and spin, kcal/mol: 45.4
Total charge: 0
HOMO energy, Eh: -0.329

These are the Mulliken partial charges, in e, on atoms 1 to 6: -1.38 1.02 -0.44 -0.07 -0.77 -0.58